Here is a structure of composition C5H12S in a non-equilibrium geometry from OMol25. Energies are from wB97M-V/def2-TZVPD.

Geometry (Å):
S  0.789  -0.166  0.166
C  0.472  -1.163  1.464
C  -0.886  -0.520  -0.735
C  -2.053  -0.494  0.315
C  0.602  2.135  -0.324
C  2.032  -0.666  -0.898
H  -2.127  -1.556  0.655
H  2.768  -1.306  -0.486
H  -1.040  0.263  -1.471
H  -0.516  -1.071  1.916
H  -0.703  -1.455  -1.207
H  2.451  0.209  -1.289
H  1.157  -1.297  2.304
H  0.468  2.115  -1.439
H  -2.883  -0.119  -0.221
H  -1.670  0.147  0.983
H  -0.335  2.392  0.102
H  1.475  2.553  0.167

Properties
- 2S+1: 1
- Charge: 0
- Energy above the lowest of the compared OMol25 structures with the same formula, charge and spin: 6.881 eV